Entry 1:
10
Properties=species:S:1:pos:R:3:mulliken_charge:R:1 method="wB97M-V/def2-TZVPD" de_lowest_kcal_mol=14.3 total_charge=0 orbital_gap_ev=11.152
O -0.85 1.03 0.94 -0.50
C -0.38 0.49 -0.17 0.58
O 0.16 1.49 -0.95 -0.52
F -1.35 -0.23 -0.79 -0.32
C 0.68 -0.87 0.29 0.33
F 1.58 -0.57 1.28 -0.26
F 1.44 -1.26 -0.76 -0.26
H -1.50 0.45 1.38 0.36
H 0.31 1.14 -1.91 0.38
H -0.09 -1.67 0.69 0.20


Entry 2:
61
Properties=species:S:1:pos:R:3:mulliken_charge:R:1 method="wB97M-V/def2-TZVPD" de_lowest_kcal_mol=20.3 total_charge=0 orbital_gap_ev=8.744
C 2.57 4.19 -1.98 -1.13
C 2.73 3.88 -0.50 -0.34
O 2.44 2.51 -0.23 -0.10
C 1.17 2.18 -0.02 0.87
O 0.26 3.00 -0.05 -0.84
C 0.96 0.76 0.21 -0.08
C -0.32 0.24 0.25 0.03
N -1.48 0.98 0.16 0.02
C -2.70 0.38 0.19 1.14
O -2.80 -0.83 0.29 -0.76
C -3.86 1.37 0.07 -1.47
N -5.19 0.81 0.01 0.14
C -5.59 0.12 1.22 -0.49
C -7.10 -0.14 1.17 -0.81
C -7.43 -0.99 -0.05 -0.66
C -6.92 -0.28 -1.30 -0.81
C -5.42 -0.01 -1.16 -0.51
S -0.36 -1.47 0.40 0.01
C 1.39 -1.51 0.42 0.80
C 2.10 -2.82 0.56 -1.54
N 2.59 -3.31 -0.72 0.34
C 1.50 -3.68 -1.60 -0.95
C 3.51 -4.41 -0.54 -1.18
C 1.95 -0.27 0.33 -0.93
C 3.39 -0.04 0.41 0.51
C 3.91 0.77 1.42 -0.25
C 5.27 0.98 1.51 -0.72
C 6.14 0.38 0.61 -0.44
C 5.63 -0.43 -0.39 -0.92
C 4.26 -0.65 -0.49 -0.33
H 2.87 5.22 -2.17 0.40
H 3.19 3.53 -2.57 0.29
H 1.53 4.07 -2.28 0.29
H 3.77 4.01 -0.18 0.35
H 2.07 4.51 0.10 0.31
H -1.32 1.98 0.07 0.27
H -3.70 1.98 -0.82 0.45
H -3.81 2.04 0.94 0.43
H -5.36 0.76 2.08 0.39
H -5.06 -0.83 1.35 0.25
H -7.41 -0.65 2.08 0.37
H -7.62 0.81 1.11 0.33
H -8.51 -1.15 -0.12 0.29
H -6.95 -1.97 0.03 0.33
H -7.10 -0.88 -2.19 0.37
H -7.44 0.67 -1.42 0.34
H -5.06 0.54 -2.04 0.38
H -4.88 -0.97 -1.11 0.25
H 1.42 -3.55 1.04 0.53
H 2.97 -2.67 1.21 0.54
H 1.91 -4.01 -2.56 0.33
H 0.87 -2.81 -1.78 0.29
H 0.87 -4.49 -1.19 0.31
H 3.89 -4.72 -1.51 0.35
H 3.05 -5.28 -0.04 0.38
H 4.35 -4.07 0.07 0.30
H 3.24 1.23 2.13 0.45
H 5.67 1.61 2.30 0.41
H 7.20 0.55 0.68 0.41
H 6.30 -0.91 -1.09 0.42
H 3.86 -1.29 -1.26 0.58


Entry 3:
23
Properties=species:S:1:pos:R:3:mulliken_charge:R:1 method="wB97M-V/def2-TZVPD" de_lowest_kcal_mol=9.7 total_charge=-1 orbital_gap_ev=7.775
C -2.09 1.11 0.35 -0.99
C -1.32 1.29 -0.97 -0.56
P 0.52 1.41 -1.00 -0.18
C 0.85 2.12 0.68 -1.07
N 1.00 -0.22 -0.98 -0.18
C 0.68 -1.20 0.05 0.89
C 1.82 -2.22 0.20 -1.69
C -0.65 -2.01 -0.20 0.32
O -1.07 -2.07 -1.35 -0.72
O -1.11 -2.51 0.86 -0.77
H -1.90 1.94 1.04 0.27
H -1.85 0.18 0.85 0.20
H -3.17 1.09 0.16 0.35
H -1.55 0.45 -1.63 0.31
H -1.68 2.20 -1.47 0.49
H 0.63 1.45 1.51 0.32
H 1.90 2.43 0.73 0.33
H 0.23 3.02 0.80 0.34
H 1.93 -0.35 -1.36 0.29
H 0.53 -0.71 1.02 -0.13
H 1.76 -2.71 1.17 0.36
H 2.79 -1.72 0.11 0.48
H 1.75 -2.98 -0.58 0.34


Entry 4:
43
Properties=species:S:1:pos:R:3:mulliken_charge:R:1 method="wB97M-V/def2-TZVPD" de_lowest_kcal_mol=12.5 total_charge=-1 orbital_gap_ev=2.726
Cl 0.74 -1.19 3.55 -0.03
C 1.59 -2.69 3.55 0.22
C 0.89 -3.86 3.52 0.27
Cl -0.83 -3.83 3.51 -0.14
C 1.55 -5.13 3.45 0.29
O 0.92 -6.18 3.41 -0.56
C 3.03 -5.14 3.44 0.26
O 3.66 -6.19 3.39 -0.56
C 3.70 -3.87 3.49 0.34
Cl 5.42 -3.86 3.45 -0.16
C 3.01 -2.70 3.54 0.19
Cl 3.86 -1.20 3.55 -0.13
C -4.93 0.73 0.66 -1.26
C -3.46 0.65 0.99 -0.13
O -2.68 1.29 0.02 -0.21
C -1.35 1.22 0.37 0.22
C -0.49 1.90 -0.56 0.35
C 0.93 1.87 -0.47 0.84
O 1.54 1.25 0.39 -0.79
C 1.75 2.61 -1.49 -1.02
C 2.09 1.76 -2.73 -0.70
C 0.97 1.62 -3.77 -0.73
C -0.21 0.73 -3.31 -0.87
C -1.45 1.52 -2.85 -0.75
C -1.17 2.53 -1.74 -1.62
O -0.96 0.64 1.38 -0.69
H -5.55 0.23 1.40 0.40
H -5.25 1.77 0.59 0.29
H -5.12 0.28 -0.32 0.29
H -3.23 1.13 1.95 0.28
H -3.11 -0.39 1.05 0.29
H 1.27 3.54 -1.78 0.38
H 2.68 2.91 -0.99 0.46
H 2.98 2.18 -3.21 0.38
H 2.39 0.77 -2.39 0.32
H 0.60 2.61 -4.06 0.41
H 1.40 1.19 -4.68 0.30
H -0.51 0.05 -4.12 0.43
H 0.13 0.09 -2.49 0.42
H -1.90 2.03 -3.71 0.36
H -2.21 0.81 -2.50 0.38
H -2.11 2.96 -1.38 0.50
H -0.59 3.37 -2.12 0.46